Here is 16 unconnected molecules or ions with the total composition C64H160O32 from OMol25. Energies are from ωB97M-V/def2-TZVPD.

```
256
Properties=species:S:1:pos:R:3:lowdin_charge:R:1
C 10.41 13.62 15.77 -0.0834
O 9.31 14.54 15.75 -0.2187
C 8.65 14.72 14.50 -0.1639
C 9.54 15.53 13.52 -0.2113
O 9.78 16.86 13.81 -0.1636
C 10.32 17.16 15.05 -0.1076
H 11.29 13.95 15.21 0.0708
H 10.21 12.64 15.33 0.0793
H 10.62 13.36 16.81 0.0817
H 7.72 15.28 14.63 0.1228
H 8.39 13.74 14.09 0.1186
H 9.18 15.47 12.49 0.1271
H 10.50 15.00 13.50 0.1083
H 11.32 16.74 14.99 0.0872
H 9.80 16.93 15.98 0.0867
H 10.42 18.25 15.04 0.0648
C 9.62 22.90 10.56 -0.1387
O 9.94 22.39 11.83 -0.1823
C 9.34 21.06 12.10 -0.1386
C 9.63 20.68 13.54 -0.2347
O 9.06 21.51 14.49 -0.1630
C 9.42 21.22 15.83 -0.0812
H 9.55 23.99 10.62 0.0839
H 8.62 22.62 10.23 0.0801
H 10.36 22.62 9.81 0.0841
H 9.81 20.29 11.48 0.1244
H 8.27 21.06 11.91 0.1225
H 10.70 20.57 13.68 0.0956
H 9.19 19.70 13.71 0.1176
H 8.76 21.84 16.43 0.0931
H 10.47 21.42 16.06 0.0695
H 9.19 20.17 16.00 0.0701
C 16.36 13.94 25.09 -0.1199
O 15.65 14.37 23.96 -0.2000
C 14.27 14.26 24.09 -0.1894
C 13.46 14.84 22.87 -0.1649
O 13.43 16.25 23.01 -0.2075
C 12.64 16.88 22.05 -0.0955
H 17.40 14.04 24.80 0.0907
H 16.27 12.90 25.41 0.0855
H 16.08 14.54 25.95 0.0858
H 13.88 14.72 24.99 0.1263
H 14.04 13.19 24.09 0.1221
H 12.44 14.47 22.80 0.1183
H 14.01 14.54 21.98 0.1076
H 12.77 17.95 22.24 0.0805
H 11.60 16.60 22.20 0.0905
H 13.08 16.72 21.07 0.0807
C 12.30 10.49 14.05 -0.1001
O 12.45 11.52 15.02 -0.2018
C 13.77 12.07 15.16 -0.1752
C 13.90 12.69 16.56 -0.2004
O 12.98 13.70 16.92 -0.2107
C 13.12 14.15 18.25 -0.0710
H 12.53 10.89 13.06 0.0804
H 11.27 10.15 13.95 0.0876
H 13.01 9.67 14.14 0.0833
H 13.85 12.90 14.46 0.1099
H 14.57 11.37 14.91 0.1290
H 14.91 13.08 16.64 0.1071
H 13.96 11.86 17.25 0.1288
H 12.80 13.40 18.99 0.0993
H 12.59 15.08 18.45 0.0637
H 14.18 14.37 18.36 0.0761
C 20.72 25.17 24.95 -0.1270
O 19.36 25.00 24.66 -0.1618
C 18.69 24.17 25.61 -0.1943
C 17.16 24.30 25.47 -0.1790
O 16.68 23.87 24.19 -0.1896
C 16.79 22.44 24.04 -0.0728
H 21.29 24.25 24.83 0.0813
H 20.89 25.43 25.99 0.0787
H 21.17 25.97 24.35 0.0900
H 18.92 24.52 26.62 0.1204
H 18.99 23.12 25.58 0.1046
H 16.87 25.34 25.64 0.1210
H 16.78 23.63 26.24 0.1155
H 17.82 22.10 23.92 0.0851
H 16.21 22.19 23.16 0.0781
H 16.31 21.90 24.85 0.0666
C 19.87 20.05 24.90 -0.1093
O 18.86 20.43 25.81 -0.2250
C 18.18 19.29 26.41 -0.1487
C 17.58 18.20 25.48 -0.2171
O 16.79 18.81 24.49 -0.2024
C 16.19 17.92 23.56 -0.0761
H 20.54 19.30 25.31 0.0855
H 20.42 20.97 24.66 0.0868
H 19.46 19.60 24.00 0.0840
H 17.29 19.74 26.84 0.1183
H 18.97 18.97 27.08 0.1252
H 17.03 17.54 26.14 0.1225
H 18.35 17.63 24.97 0.1173
H 16.96 17.72 22.82 0.0891
H 15.26 18.33 23.16 0.0719
H 15.98 16.95 24.00 0.0754
C 14.47 23.80 15.66 -0.1311
O 13.52 23.85 16.69 -0.1896
C 12.17 24.14 16.10 -0.1258
C 11.22 24.27 17.29 -0.1650
O 11.34 23.01 17.96 -0.2257
C 10.39 22.81 18.95 -0.1267
H 14.61 24.78 15.20 0.0880
H 14.19 23.08 14.89 0.0783
H 15.41 23.44 16.07 0.0784
H 11.84 23.35 15.42 0.1125
H 12.22 25.07 15.53 0.1216
H 10.18 24.38 16.98 0.1260
H 11.59 25.03 17.97 0.1220
H 10.45 23.33 19.90 0.0853
H 10.50 21.77 19.23 0.0706
H 9.39 22.92 18.52 0.0822
C 14.29 28.02 25.60 -0.0983
O 14.26 27.27 24.36 -0.1820
C 13.95 25.86 24.54 -0.1944
C 14.07 25.14 23.23 -0.2066
O 13.01 25.43 22.31 -0.1777
C 13.04 24.67 21.09 -0.0776
H 14.72 29.02 25.45 0.0816
H 15.09 27.52 26.14 0.0707
H 13.40 28.13 26.21 0.0826
H 12.90 25.86 24.80 0.1208
H 14.53 25.39 25.33 0.1005
H 13.93 24.11 23.55 0.1121
H 15.07 25.33 22.84 0.1313
H 12.76 23.64 21.32 0.0661
H 14.03 24.67 20.65 0.0933
H 12.25 25.02 20.42 0.0748
C 9.13 23.87 23.97 -0.0884
O 8.83 22.49 24.01 -0.1780
C 9.80 21.57 24.47 -0.1825
C 10.95 21.37 23.46 -0.1871
O 10.55 20.99 22.14 -0.1966
C 9.92 19.70 22.10 -0.0826
H 9.94 23.96 23.25 0.0767
H 9.39 24.35 24.91 0.0860
H 8.26 24.41 23.58 0.0885
H 9.35 20.62 24.79 0.1243
H 10.29 21.94 25.36 0.1053
H 11.68 20.62 23.76 0.0928
H 11.44 22.34 23.36 0.1075
H 10.48 19.01 22.74 0.0709
H 9.97 19.22 21.12 0.0645
H 8.91 19.68 22.51 0.0918
C 15.63 17.52 19.37 -0.0714
O 16.59 16.49 19.56 -0.1878
C 16.35 15.64 20.66 -0.2068
C 17.53 14.71 20.85 -0.1856
O 17.53 13.83 19.73 -0.1862
C 18.85 13.46 19.27 -0.0910
H 14.60 17.16 19.24 0.0715
H 15.93 18.13 18.52 0.0833
H 15.62 18.13 20.27 0.0696
H 15.45 15.08 20.40 0.1068
H 16.20 16.20 21.59 0.0958
H 17.58 14.14 21.77 0.1212
H 18.34 15.44 20.81 0.1258
H 18.81 12.88 18.35 0.0872
H 19.46 13.02 20.06 0.0781
H 19.47 14.33 19.05 0.0789
C 21.20 22.71 13.81 -0.1100
O 20.44 23.44 14.77 -0.2103
C 18.99 23.67 14.53 -0.1208
C 18.14 22.36 14.51 -0.2482
O 18.17 21.65 15.71 -0.1633
C 17.15 20.63 15.77 -0.0643
H 21.05 23.17 12.83 0.0834
H 20.74 21.72 13.80 0.0733
H 22.23 22.62 14.13 0.0890
H 18.82 24.11 13.55 0.1132
H 18.58 24.29 15.32 0.1216
H 18.48 21.69 13.72 0.1083
H 17.14 22.67 14.21 0.1126
H 17.09 19.87 14.99 0.0692
H 16.22 21.21 15.82 0.0633
H 17.21 20.06 16.70 0.0849
C 12.01 22.67 28.84 -0.1046
O 11.66 22.83 27.49 -0.1970
C 12.64 23.34 26.63 -0.1970
C 13.71 22.29 26.28 -0.1621
O 13.11 21.20 25.59 -0.1950
C 13.86 20.09 25.11 -0.0889
H 12.41 21.66 28.95 0.0862
H 11.10 22.69 29.44 0.0889
H 12.69 23.46 29.17 0.0908
H 12.95 24.30 27.05 0.1208
H 12.14 23.64 25.70 0.1082
H 14.15 21.98 27.23 0.1207
H 14.47 22.71 25.63 0.0953
H 14.45 20.43 24.26 0.0680
H 13.20 19.28 24.80 0.0885
H 14.60 19.68 25.80 0.0827
C 12.20 18.21 17.98 -0.0304
O 13.43 18.90 17.50 -0.1877
C 13.33 20.28 17.58 -0.2060
C 13.34 20.82 19.02 -0.1897
O 14.39 20.22 19.77 -0.1899
C 14.61 20.79 21.05 -0.0844
H 12.21 17.14 17.77 0.0676
H 11.35 18.62 17.44 0.0726
H 12.01 18.36 19.05 0.0798
H 12.46 20.62 17.01 0.1033
H 14.19 20.82 17.19 0.1168
H 12.39 20.60 19.52 0.0998
H 13.36 21.91 19.02 0.1150
H 13.70 21.02 21.62 0.0832
H 15.22 21.68 20.92 0.0871
H 15.24 20.08 21.58 0.0651
C 17.09 14.10 14.27 -0.0917
O 17.41 14.45 15.61 -0.1798
C 16.68 15.45 16.31 -0.1671
C 16.53 16.76 15.54 -0.1882
O 15.64 16.74 14.44 -0.2199
C 14.23 16.67 14.72 -0.0659
H 17.42 14.87 13.58 0.0756
H 16.04 13.84 14.10 0.0705
H 17.59 13.17 13.98 0.0846
H 17.24 15.59 17.23 0.1214
H 15.68 15.10 16.57 0.0960
H 17.50 17.08 15.18 0.1344
H 16.11 17.54 16.17 0.1097
H 13.54 16.76 13.89 0.0794
H 14.00 17.53 15.35 0.0732
H 14.03 15.72 15.21 0.0737
C 13.21 20.06 13.61 -0.1056
O 14.59 20.07 13.36 -0.1651
C 14.84 19.35 12.17 -0.2202
C 16.31 19.11 12.08 -0.2168
O 16.65 18.39 10.90 -0.1662
C 16.98 17.02 11.09 -0.1056
H 12.65 20.32 12.72 0.0894
H 12.96 20.74 14.42 0.0757
H 12.99 19.07 14.03 0.0720
H 14.56 19.91 11.28 0.1340
H 14.41 18.35 12.11 0.1273
H 16.61 18.70 13.04 0.1024
H 16.90 20.02 12.06 0.1230
H 16.29 16.57 11.80 0.0682
H 17.98 16.85 11.49 0.0866
H 16.78 16.48 10.17 0.0869
C 8.40 18.78 18.87 -0.1074
O 9.27 17.69 19.21 -0.1917
C 8.52 16.46 19.01 -0.1561
C 9.54 15.28 19.06 -0.1714
O 10.15 14.98 20.33 -0.1881
C 9.29 14.12 21.04 -0.1323
H 8.19 18.87 17.81 0.0693
H 8.90 19.73 19.05 0.0730
H 7.41 18.79 19.34 0.0937
H 8.02 16.47 18.05 0.1181
H 7.77 16.27 19.78 0.1179
H 10.46 15.59 18.56 0.0953
H 9.24 14.36 18.56 0.1140
H 9.03 13.20 20.52 0.0889
H 8.41 14.60 21.46 0.0857
H 9.79 13.73 21.93 0.0772
```

Results
E_tot (Ha): -4941.28611
Kohn-Sham gap (eV): 9.56
Max |F| (eV/Å): 2.9
LUMO (hartree): 0.019
Relative energy (zero: lowest compared OMol25 entry of this formula, charge and spin) (kJ/mol): 198.3

---

Here is a molecular structure, C27H27BrN2O3PPt from OMol25. Energies are from ωB97M-V/def2-TZVPD.

```
62
Properties=species:S:1:pos:R:3:lowdin_charge:R:1
Pt -0.14 0.58 -0.65 1.1598
N 0.22 0.48 1.55 -0.0531
C 1.68 0.53 1.70 -0.2183
C 2.23 -0.47 0.70 -0.1918
N 1.77 -0.08 -0.67 -0.0919
H -0.29 1.20 2.05 0.1096
H -0.14 -0.42 1.84 0.0963
H 2.02 0.30 2.71 0.1265
H 2.01 1.55 1.46 0.1272
H 1.82 -1.46 0.91 0.1278
H 3.32 -0.53 0.75 0.1291
H 1.96 -0.82 -1.34 0.1029
H 2.27 0.75 -0.98 0.1197
O -1.18 -1.64 -0.27 -0.3989
P -2.04 -1.53 -1.51 0.7571
C -1.06 -0.80 -2.85 -0.3527
C -1.44 0.32 -3.59 -0.0829
C -0.65 0.75 -4.65 -0.0541
C 0.50 0.07 -4.98 -0.0552
C 0.88 -1.06 -4.25 -0.0679
C 0.10 -1.50 -3.20 -0.1199
C -2.60 -3.09 -2.20 -0.2773
C -3.01 -4.08 -1.31 -0.0634
C -3.50 -5.28 -1.78 -0.0649
C -3.60 -5.50 -3.15 -0.0641
C -3.19 -4.51 -4.04 -0.0640
C -2.69 -3.31 -3.57 -0.0746
C -3.51 -0.55 -1.22 -0.2867
C -4.46 -0.34 -2.22 -0.0768
C -5.57 0.44 -1.97 -0.0604
C -5.76 0.99 -0.71 -0.0595
C -4.84 0.76 0.30 -0.0622
C -3.71 0.00 0.04 -0.0847
H -2.34 0.86 -3.32 0.1094
H -0.95 1.63 -5.21 0.1156
H 1.11 0.40 -5.81 0.1128
H 1.77 -1.61 -4.53 0.1116
H 0.38 -2.39 -2.65 0.1200
H -2.94 -3.92 -0.24 0.1125
H -3.82 -6.05 -1.09 0.1107
H -3.98 -6.44 -3.53 0.1111
H -3.26 -4.69 -5.11 0.1105
H -2.36 -2.56 -4.27 0.1072
H -4.34 -0.79 -3.20 0.1128
H -6.31 0.60 -2.75 0.1114
H -6.64 1.59 -0.51 0.1117
H -4.99 1.18 1.29 0.1113
H -2.98 -0.18 0.82 0.0971
Br -4.88 6.38 -0.84 0.7685
C -3.28 5.76 -1.62 -0.6791
C -2.71 6.47 -2.66 -0.1069
C -1.54 6.02 -3.25 -0.0533
C -0.93 4.86 -2.78 -0.0099
C -1.51 4.16 -1.73 -0.1401
C -2.69 4.60 -1.14 -0.0574
C -0.89 2.91 -1.25 -0.5844
O -1.50 2.16 -0.41 -0.1252
O 0.23 2.52 -1.70 -0.0605
H -3.19 7.37 -3.03 0.1070
H -1.10 6.57 -4.06 0.1129
H -0.01 4.50 -3.21 0.1193
H -3.14 4.04 -0.33 0.1125
```

Results
E_tot (Ha): -4414.83100
Charge: +1
Kohn-Sham gap (spin up / spin down) (eV): 7.72 / 7.68
Max |F| (eV/Å): 2.5
LUMO (spin up / spin down) (hartree): -0.111 / -0.115
Relative energy (zero: lowest compared OMol25 entry of this formula, charge and spin) (kJ/mol): 128.1

---

Here is 13 unconnected molecules or ions with the total composition C8H38O12 from OMol25. Energies are from ωB97M-V/def2-TZVPD.

```
58
Properties=species:S:1:pos:R:3:lowdin_charge:R:1
C 3.54 2.15 0.44 -0.0913
C 3.35 0.70 0.58 -0.2866
C 2.75 -0.07 -0.51 -0.2014
C 0.31 -0.50 -0.68 -0.1336
C 1.36 0.30 -0.76 -0.1409
C -3.33 -0.82 -1.81 -0.0548
C -1.81 -1.17 -1.67 -0.0775
C -1.05 -0.27 -1.07 -0.1503
H 4.24 2.49 -0.13 0.0103
H 3.62 2.60 1.53 0.1329
H 2.64 2.61 0.03 0.0489
H 4.37 0.39 0.85 0.1233
H 2.89 0.48 1.55 0.0878
H 2.71 -1.08 -0.34 0.0944
H 3.41 0.18 -1.35 0.1403
H 0.45 -1.62 -0.41 0.1109
H 1.13 1.43 -1.06 0.1280
H -3.30 -0.15 -2.62 0.0576
H -3.81 -0.39 -0.90 0.0900
H -3.69 -1.75 -1.91 0.0235
H -1.47 -2.28 -1.78 0.1293
H -1.39 0.70 -1.02 0.0439
H 1.41 -2.44 -3.64 -0.0227
H 1.91 -2.16 -2.28 0.0258
O 1.47 -2.79 -2.82 0.0169
H -1.42 2.84 2.62 -0.0422
H -2.63 2.66 1.74 0.0273
O -2.30 2.80 2.63 0.0123
H -0.07 2.44 -1.86 -0.0001
H -1.43 2.56 -2.28 0.0196
O -0.60 2.26 -2.68 -0.0634
H 0.05 2.02 0.10 0.0226
H 0.49 3.63 0.52 0.1194
O 0.10 2.99 -0.13 -0.1152
H -1.67 2.83 -0.35 -0.0537
H -2.64 1.62 -0.08 0.0014
O -2.50 2.49 -0.36 0.0075
H -3.41 -0.21 3.29 -0.0261
H -3.20 1.16 3.24 0.0175
O -3.01 0.38 2.76 0.0007
H -2.50 -2.02 2.21 0.0650
H -2.15 -3.42 2.91 0.0622
O -1.88 -2.51 2.79 -0.0259
H 1.57 -1.80 2.61 -0.0136
H 1.30 -0.50 3.40 -0.0217
O 1.94 -1.10 3.14 -0.0227
H 0.41 -4.47 -0.91 0.0927
H 0.31 -3.05 -1.34 -0.0021
O -0.10 -3.66 -0.69 -0.0841
H 0.39 -3.18 0.86 -0.0916
H -0.31 -2.84 2.22 -0.0124
O 0.46 -2.86 1.68 -0.0156
H -0.59 0.90 2.33 0.0323
H 0.55 0.23 1.59 -0.0010
O 0.13 1.04 1.73 -0.0026
H 0.96 0.50 -4.59 0.0744
H 0.92 0.09 -3.24 -0.0168
O 1.12 -0.32 -4.07 -0.0486
```

Results
E_tot (Ha): -1230.31119
Kohn-Sham gap (eV): 8.84
Max |F| (eV/Å): 7.0
LUMO (hartree): 0.005
Relative energy (zero: lowest compared OMol25 entry of this formula, charge and spin) (kJ/mol): 297.9